1.
Here is a cluster of 4 separate species, CH10O4 in total in a non-equilibrium geometry from the Open Molecules 2025 dataset. Energies are from wB97M-V/def2-TZVPD.

SMILES: CO.O.O.O
Relative energy (zero: lowest compared OMol25 entry of this formula, charge and spin), kJ/mol: 88.9

Geometry as ORCA input:
```
! RIJCOSX wB97M-V def2-TZVPD def2/J DEFGRID3
* xyz 0 1
H 0.95 -1.04 -1.19
O 0.57 0.04 -2.99
H 0.32 0.75 -2.24
H -0.34 -0.10 -3.34
H -1.39 -1.22 2.36
O 1.57 -0.76 -0.52
O -1.17 1.54 -1.36
H 0.72 -0.23 1.26
C -0.43 -0.71 2.58
H -1.27 1.06 -0.51
H -1.58 2.38 -1.05
H 0.43 -1.47 2.71
H -0.55 -0.30 3.65
O -0.08 0.25 1.57
H 2.24 -0.19 -0.96
*
```

=====

2.
Here is a structure of composition C16H30N2OP2SeSn in a non-equilibrium geometry from the Open Molecules 2025 dataset. Energies are from wB97M-V/def2-TZVPD.

Electronic energy, eV: -111856.59479

Geometry as ORCA input:
```
! RIJCOSX wB97M-V def2-TZVPD def2/J DEFGRID3
* xyz 0 1
H -0.71 -1.14 1.10
H 2.23 2.82 -1.30
H -2.80 -2.90 2.96
C 2.46 0.66 2.67
H 3.65 2.23 -2.24
H 3.17 -1.76 -1.66
C 1.54 0.45 -3.15
C -1.50 1.30 -1.44
H 1.03 -0.50 -3.36
H -1.03 -2.63 3.12
H 2.38 0.59 -3.84
P 2.24 0.46 -1.49
Sn 0.69 -0.06 0.36
H 3.63 2.14 -0.43
C -2.15 2.58 -1.54
H -1.87 3.32 -0.77
C -1.81 0.29 -2.47
C -2.69 0.59 -3.49
H 1.70 1.28 4.65
N 0.89 -2.29 -0.66
H -2.85 1.12 2.60
O 2.26 1.33 1.59
H -2.88 -0.19 -4.23
P -2.01 -0.99 1.74
H -3.52 3.80 -2.61
H -1.65 0.40 3.69
H 4.12 -0.73 -0.55
H -4.25 -1.49 0.95
C -2.50 0.17 3.03
H -4.01 2.06 -4.33
C -3.34 -1.01 0.53
H 3.08 -1.37 3.31
H -3.61 0.01 0.21
H 4.23 -0.47 -2.33
H 0.83 1.27 -3.27
H 0.30 0.73 3.54
C 3.03 2.08 -1.35
Se 2.02 -4.99 -0.36
H -3.04 -1.56 -0.37
H 4.31 -0.47 2.26
N -0.68 1.08 -0.44
H -1.68 -3.35 1.63
H 1.25 -0.41 4.35
C -3.31 1.85 -3.54
H 2.83 -1.32 1.50
C -1.88 -2.63 2.43
H -3.31 -0.25 3.65
C 3.58 -0.76 -1.50
C 1.35 -3.37 -0.44
C 3.21 -0.69 2.42
C -3.04 2.83 -2.58
C 1.38 0.57 3.84
H -1.29 -0.69 -2.39
*
```

=====

3.
Here is a structure of composition C42H57Br2InN4O5Si from the Open Molecules 2025 dataset. Energies are from wB97M-V/def2-TZVPD.

Relative energy (zero: lowest compared OMol25 entry of this formula, charge and spin), kJ/mol: 16.5

Geometry as ORCA input:
```
! RIJCOSX wB97M-V def2-TZVPD def2/J DEFGRID3
* xyz 2 1
C -1.70 2.76 2.33
H 1.74 2.24 -4.10
C 0.51 -6.15 2.35
N -0.13 1.09 1.46
H 3.54 6.10 0.07
N -2.72 3.60 -0.79
H -5.05 3.78 -2.87
O 2.52 0.43 0.24
H 2.13 -0.73 2.40
C 3.56 0.20 -4.17
C -0.06 -4.93 1.59
H 0.57 -4.09 4.68
C -1.40 -4.57 2.24
C -3.00 3.20 2.53
H 0.55 1.69 1.93
H 0.00 0.17 1.88
C -5.05 6.24 -1.31
H -2.35 -0.15 0.72
C -2.01 1.08 -2.15
C 3.49 3.97 0.34
C -1.81 -0.16 -2.80
H -0.25 -6.94 2.34
H 3.88 1.05 -2.17
C 3.74 -4.65 2.23
H 3.28 -0.62 -2.14
H 1.34 6.14 -1.10
O -1.07 1.57 -1.35
N -4.40 3.92 -2.12
C 2.75 2.82 0.11
H 1.36 -2.72 5.44
H 2.38 -4.41 -0.95
H -2.09 -5.40 2.11
H -5.15 1.69 -3.36
H 3.32 -2.12 -0.10
C -4.20 1.19 -3.21
O 1.86 0.81 -2.61
C 2.91 -4.86 -0.11
H -0.96 -2.74 -2.82
H -4.66 0.62 1.09
H 3.20 -1.78 3.32
H 4.75 -3.06 0.30
C -4.31 5.07 -1.32
C 1.76 5.22 -0.74
C 2.98 5.18 -0.09
C 1.11 -2.46 3.31
H 2.24 0.62 -5.87
C 3.80 -2.70 0.69
H -3.18 4.13 3.06
H -2.00 5.66 1.12
O 4.35 1.39 1.08
O -0.59 -0.72 -2.55
H -1.07 -6.19 0.17
C -2.78 -0.71 -3.60
Br -5.31 -0.79 -4.89
H -1.06 -2.46 3.72
H -0.39 -1.87 -4.27
C 2.97 -3.93 1.11
C -4.66 7.19 -0.39
Si 1.21 -3.51 1.73
C -4.07 2.44 2.09
C -2.53 0.79 1.23
H -0.86 3.34 2.71
C 3.25 0.32 -2.68
H -5.08 2.77 2.26
H 4.73 -4.94 1.84
H 1.40 -6.55 1.89
C -1.47 1.56 1.69
In 0.70 0.72 -0.70
H 3.94 -5.05 -0.45
C 3.28 1.46 0.53
H -0.18 -1.08 4.36
C -3.57 6.98 0.48
H -1.99 3.08 -0.32
H 4.44 3.88 0.85
C -2.84 5.82 0.45
C -3.23 4.85 -0.47
C 1.36 -3.35 4.54
H 4.10 -0.71 -4.39
C -3.44 3.05 -1.77
C 2.19 -1.37 3.29
N 1.56 2.86 -0.50
H 0.52 -5.70 -0.39
H 4.18 1.04 -4.50
H 3.92 -4.01 3.09
H 0.11 4.00 -1.43
Br 0.37 -2.01 0.02
H -3.31 7.76 1.18
H -0.57 -1.18 2.64
C -0.36 -5.36 0.14
H -1.32 -4.39 3.31
H -5.88 6.40 -1.98
C -3.99 -0.02 -3.80
C 1.07 4.03 -0.92
C -3.21 1.76 -2.38
C 1.43 1.20 -3.94
H -1.86 -3.69 1.77
H 0.35 1.13 -3.98
H 2.46 -5.82 0.11
H 0.73 -2.21 -2.93
H -0.83 -4.56 -0.43
H 2.32 -3.87 4.51
H 4.02 -2.02 1.51
C -0.30 -1.96 -3.19
C -3.83 1.23 1.44
H 3.25 -5.56 2.57
C 2.19 0.26 -4.85
H -2.64 -1.66 -4.09
H 0.73 -5.93 3.40
C -0.25 -1.77 3.51
H 2.08 -0.73 4.17
H -5.20 8.13 -0.33
H 1.72 -0.72 -4.86
*
```

=====

4.
Here is an isolated molecule of CH4F2OSi in a non-equilibrium geometry from the Open Molecules 2025 dataset. Energies are from wB97M-V/def2-TZVPD.

SMILES: CO[SiH](F)F
Relative energy (zero: lowest compared OMol25 entry of this formula, charge and spin), kJ/mol: 163.1

Geometry as ORCA input:
```
! RIJCOSX wB97M-V def2-TZVPD def2/J DEFGRID3
* xyz 0 1
H -1.83 0.32 2.03
H 2.15 -1.20 -0.28
H 1.80 0.10 -1.26
O 0.84 0.35 0.46
Si -1.23 0.39 0.71
C 1.26 -0.48 -0.57
H 0.44 -0.99 -0.98
F -1.97 -0.38 -0.43
F -1.47 1.90 0.33
*
```

=====

5.
Here is a structure of composition C36H50N5O5PS3SiSr in a non-equilibrium geometry from the Open Molecules 2025 dataset. Energies are from wB97M-V/def2-TZVPD.

Relative energy (zero: lowest compared OMol25 entry of this formula, charge and spin), kJ/mol: 1.9

Geometry as ORCA input:
```
! RIJCOSX wB97M-V def2-TZVPD def2/J DEFGRID3
* xyz -2 1
H -4.14 4.78 4.24
C -2.47 3.06 1.80
O 2.39 5.07 -0.31
H 4.15 -1.29 -2.29
C -2.89 -0.27 3.72
H 2.22 1.94 2.17
C -0.64 2.33 2.89
C 2.47 1.54 -2.84
H -2.71 -6.34 4.38
C -3.37 3.25 0.76
N -1.30 2.35 1.73
C 3.30 -0.32 1.83
C -0.32 -6.00 5.69
H 2.03 -1.78 -2.77
H -2.75 0.48 4.51
H -3.05 -6.27 6.12
H 0.80 -3.39 -3.65
S -1.49 3.25 4.18
H 3.74 2.35 -1.32
C -2.15 -2.76 -6.03
H 4.14 -1.02 1.89
H -2.99 -2.58 -6.69
H -4.01 -2.80 5.80
C -0.02 -3.19 -4.33
C 3.88 1.03 1.39
H -1.93 -4.82 -6.61
H -1.12 4.39 -6.05
H -5.73 5.09 2.36
C -2.77 -5.67 5.24
H 1.52 1.93 -2.47
H 2.41 1.54 -3.94
H 0.62 -5.48 5.83
H 4.30 3.41 0.63
H 0.80 1.72 4.02
H 3.38 3.47 -2.62
H -3.83 -0.06 3.21
C 4.07 -0.20 -2.24
H 2.84 -0.24 2.81
C -0.93 3.46 -5.52
H -2.15 -0.76 -5.29
C -1.43 -4.99 5.46
H -1.49 -4.31 6.32
H -5.00 -1.68 4.85
C -0.67 -0.45 -1.50
H -3.15 2.81 -0.21
H 5.94 0.07 -3.30
Si -0.02 -0.51 -3.16
C 2.28 3.90 0.05
C 4.92 0.46 -3.32
H 0.37 0.38 -6.01
H -0.54 -6.61 6.57
S -0.19 -2.22 2.50
H -3.56 -4.94 5.05
H 2.65 -0.96 -0.03
H 4.46 0.10 -1.26
H 2.24 -0.79 -4.22
C -1.56 -4.01 -5.99
H -2.07 -0.19 3.01
N 2.26 -0.73 0.88
C 3.62 2.42 -2.40
C 1.88 -0.77 -3.17
O -1.15 -4.23 4.28
C -0.43 1.06 -4.14
N 3.08 2.09 1.63
H 4.50 0.22 -4.30
H -0.49 -1.39 -0.96
C 4.91 1.99 -3.11
H 3.34 4.15 1.90
H -3.00 -2.41 3.54
H -5.22 4.11 0.15
N 0.49 1.70 3.06
P -0.47 -2.75 4.38
C -2.91 -1.66 4.33
H -1.76 -0.27 -1.49
H 1.77 -1.54 1.26
S 0.99 -2.70 5.69
O -1.68 -1.88 5.05
C -0.34 2.39 -6.18
C -1.28 3.34 -4.19
H 5.78 2.29 -2.51
H -0.06 2.48 -7.22
C -2.77 3.63 3.06
H 5.00 2.50 -4.07
H -0.24 -6.65 4.81
C -3.93 4.35 3.27
H -0.02 -5.20 -5.07
H -1.73 4.18 -3.66
C -0.09 1.21 -5.49
C 3.32 3.41 1.10
C -4.81 4.53 2.21
C -0.49 -4.22 -5.13
C -4.53 3.97 0.97
C -1.03 2.15 -3.51
O 1.43 3.04 -0.34
H -1.28 2.07 -2.46
C -1.67 -1.73 -5.23
C -4.04 -1.82 5.34
O 4.95 1.10 0.81
H -3.94 -1.06 6.12
C -0.59 -1.91 -4.36
Sr 0.48 1.14 0.43
N 2.65 0.16 -2.35
*
```

=====

6.
Here is an isolated molecule of C4H7NO from the Open Molecules 2025 dataset. Energies are from wB97M-V/def2-TZVPD.

SMILES: C=NC/C=C/O
Relative energy (zero: lowest compared OMol25 entry of this formula, charge and spin), kJ/mol: 218.3

Geometry as ORCA input:
```
! RIJCOSX wB97M-V def2-TZVPD def2/J DEFGRID3
* xyz 0 1
H 0.52 -2.32 -0.01
C -0.98 -0.33 0.54
C 0.96 1.10 -0.05
H -0.11 -2.58 -1.75
C -0.29 1.00 0.39
H -0.50 -0.92 1.34
H -0.85 1.91 0.64
C -0.17 -2.02 -0.82
H 1.19 2.97 0.14
O 1.70 2.22 -0.19
H 1.53 0.22 -0.35
H -2.02 -0.17 0.84
N -0.99 -1.07 -0.72
*
```